63
Properties=species:S:1:pos:R:3 method="wB97M-V/def2-TZVPD" s2=2.02 e_above_lowest_kj_mol=32.8 spin_multiplicity=3 lumo_ev="-7.72 / -8.00" charge=+2 gap_ev="6.45 / 6.29" homo_ev="-14.17 / -14.29"
W -0.14 0.20 -0.19
F -2.59 -3.64 5.41
F 0.53 -0.46 3.65
F -3.25 -1.72 1.22
F 2.20 -4.30 0.46
F -0.19 -2.09 5.74
F -4.14 -3.30 3.36
F 0.25 -4.04 -3.74
O -1.05 -0.41 1.37
N 1.66 -0.21 0.82
C -2.18 -2.72 4.56
C 1.30 -4.18 -1.63
C 3.33 -1.76 1.41
C -1.31 1.07 -2.28
C 0.94 3.81 0.15
C -2.20 0.59 -3.36
C 1.63 -3.54 -0.49
C 0.58 -3.51 -2.58
C 2.20 0.76 1.58
C 0.79 0.77 -3.75
C 0.18 2.69 -0.54
C 0.16 -2.15 -2.35
C 3.31 0.49 2.29
C 0.09 1.19 -2.45
C 0.61 -1.55 -1.20
C -0.99 -1.94 4.69
C -2.63 -1.79 2.40
C -1.18 2.36 -0.24
C -0.60 -1.14 3.61
C 2.27 2.33 -1.86
C 2.19 -1.44 0.65
C 0.88 1.98 -1.56
C -1.41 -1.11 2.48
C 3.89 -0.77 2.24
C -3.03 -2.59 3.45
C 1.47 -2.21 -0.32
C -3.40 1.35 -0.78
C -1.98 1.55 -1.14
C -1.91 2.98 0.99
H -2.42 2.31 1.68
H 1.61 -5.24 -1.74
H -2.62 3.63 0.64
H -3.99 2.27 -0.48
H 0.54 4.76 -0.30
H 4.66 -0.95 2.85
H -0.49 -1.73 -3.07
H 0.67 3.80 1.22
H 1.76 1.79 1.63
H 1.80 0.72 -3.49
H 2.81 2.49 -0.94
H -1.74 0.39 -4.33
H -3.59 0.58 -0.01
H 3.66 1.23 3.01
H 0.59 1.47 -4.55
H -3.10 1.24 -3.47
H -2.52 -0.39 -3.12
H -3.96 0.94 -1.61
H 0.37 -0.16 -4.22
H -1.20 3.44 1.64
H 1.99 3.70 0.05
H 2.30 3.40 -2.36
H 3.82 -2.74 1.29
H 2.76 1.51 -2.36